Molecular formula: CH10O3S2
Method: DFT, wB97M-V/def2-TZVPD

```
16
CH10O3S2 | OMol25 | wB97M-V/def2-TZVPD
C 0.52 1.05 2.19
S 0.52 1.95 0.56
S 2.04 1.41 -0.76
H -0.38 0.59 2.33
H 0.74 1.70 2.94
H 1.37 0.40 2.33
H 2.29 0.07 -0.30
O -2.24 1.11 -2.86
H -1.94 1.32 -1.99
H -1.92 1.92 -3.39
O -1.36 -1.60 -0.58
H -2.19 -1.92 -0.28
H -1.48 -1.28 -1.44
O 1.51 -2.40 0.71
H 1.08 -1.55 0.70
H 1.44 -2.76 -0.16
```

Results
E: -29011.1664 eV
Structure (SMILES): CSS.O.O.O
ΔE to the lowest compared entry with this formula, charge and spin: 30.8 kcal/mol
Charge: 0
LUMO level: 0.39 eV

=====

Molecular formula: C10H16N4O6
Method: DFT, wB97M-V/def2-TZVPD

```
36
C10H16N4O6 | OMol25 | wB97M-V/def2-TZVPD
N -1.43 3.63 -3.74
C -0.01 3.42 -4.01
C 0.55 2.30 -3.11
C -0.32 1.08 -3.00
C -0.67 0.38 -1.88
N -1.47 -0.66 -2.33
C -1.57 -0.53 -3.67
N -0.89 0.50 -4.11
C 0.32 3.28 -5.51
O 0.84 4.18 -6.11
O -0.05 2.16 -6.13
H -1.75 4.46 -4.24
H -1.97 2.84 -4.11
H 0.51 4.35 -3.73
H 1.55 2.02 -3.46
H 0.68 2.72 -2.10
H -0.44 0.51 -0.84
H -1.90 -1.37 -1.76
H -2.15 -1.21 -4.29
H -0.43 1.49 -5.51
N -0.84 -1.56 2.70
C -0.07 -1.62 3.92
C -0.49 -2.85 4.74
C 0.07 -2.90 6.14
O 0.64 -3.83 6.64
O -0.20 -1.76 6.82
C 1.44 -1.66 3.66
O 1.94 -1.83 2.58
O 2.15 -1.51 4.79
H -0.68 -0.67 2.24
H -0.49 -2.27 2.05
H -0.28 -0.73 4.52
H -0.19 -3.78 4.23
H -1.58 -2.83 4.79
H 0.20 -1.87 7.70
H 3.09 -1.61 4.54
```

Results
E: -28876.7594 eV
Structure (SMILES): N[C@@H](Cc1c[nH]cn1)C(=O)O.N[C@@H](CC(=O)O)C(=O)O
ΔE to the lowest compared entry with this formula, charge and spin: 0.0 kcal/mol
Charge: 0
LUMO level: 0.17 eV

=====

Molecular formula: C53H60ClF20N3O15P2S3
Method: DFT, wB97M-V/def2-TZVPD

```
157
C53H60ClF20N3O15P2S3 | OMol25 | wB97M-V/def2-TZVPD
C -4.79 2.54 -4.64
C -4.65 1.02 -4.24
O -3.29 0.59 -4.29
C -3.18 -0.82 -4.05
C -3.54 -1.23 -2.57
O -3.07 -2.54 -2.19
C -1.70 -2.62 -2.21
N -0.97 -1.58 -1.78
C 0.40 -1.77 -1.90
C 1.27 -0.61 -1.47
S 0.45 0.87 -0.83
O -0.75 1.26 -1.59
O 1.29 2.06 -0.71
C -0.16 0.42 0.90
F 0.14 -0.92 1.16
F 0.51 1.17 1.84
C -1.70 0.69 1.13
F -2.06 1.98 0.89
F -2.47 -0.21 0.46
F -1.97 0.48 2.47
C 2.73 -0.77 -1.58
P 3.89 0.64 -1.08
O 5.19 0.05 -0.17
Cl 4.72 1.24 -2.95
C 3.36 -2.05 -2.08
C 4.90 -2.32 -2.18
C 5.26 -3.44 -1.13
C 5.81 -2.91 0.25
S 4.43 -2.60 1.46
C 5.21 -2.16 3.05
S 6.86 -2.12 3.25
N 4.37 -1.86 4.19
C 3.76 -0.55 4.11
C 2.76 -0.17 5.14
C 2.11 1.14 5.12
C 2.43 2.15 4.09
C 3.43 1.79 3.07
C 4.07 0.47 3.12
C 3.39 -2.93 4.34
C 2.03 -2.94 3.79
C 1.13 -4.07 4.00
C 1.56 -5.26 4.76
C 2.92 -5.29 5.30
C 3.83 -4.12 5.09
C 2.46 -3.12 -2.46
C 0.96 -3.02 -2.40
N 0.26 -4.14 -2.84
C -1.07 -3.87 -2.74
P -2.26 -5.23 -3.33
C -2.78 -4.60 -5.05
C -1.33 -6.83 -3.57
C -0.65 -7.21 -2.18
H -4.21 2.79 -5.58
H -5.85 2.83 -4.87
H -4.34 3.17 -3.82
H -5.35 0.44 -4.90
H -5.08 0.95 -3.19
H -3.88 -1.38 -4.76
H -2.13 -1.09 -4.36
H -4.66 -1.27 -2.51
H -3.21 -0.41 -1.88
H 5.99 0.12 -0.73
H 5.07 -2.76 -3.21
H 5.53 -1.40 -2.14
H 6.02 -4.18 -1.52
H 4.35 -4.06 -0.89
H 6.41 -3.76 0.70
H 6.50 -2.04 0.18
H 2.52 -0.92 5.93
H 1.34 1.39 5.89
H 1.94 3.15 4.10
H 3.67 2.57 2.30
H 4.84 0.27 2.34
H 1.67 -2.05 3.22
H 0.09 -4.09 3.59
H 0.90 -6.14 4.93
H 3.33 -6.17 5.87
H 4.86 -4.17 5.53
H 2.92 -4.07 -2.83
H -2.26 -5.14 -5.88
H -2.52 -3.50 -5.11
H -3.89 -4.72 -5.10
H -0.57 -6.81 -4.39
H -2.08 -7.62 -3.86
H -1.02 -8.23 -1.89
H -1.03 -6.49 -1.40
H 0.47 -7.15 -2.21
C -1.78 6.26 -3.22
C -2.40 7.28 -2.29
O -3.09 8.29 -3.04
C -4.34 7.98 -3.42
O -4.89 6.94 -3.18
C -4.98 9.16 -4.16
F -4.14 9.72 -5.05
F -5.35 10.14 -3.31
F -6.07 8.80 -4.84
H -1.13 6.75 -3.95
H -1.19 5.53 -2.66
H -2.55 5.72 -3.78
H -1.62 7.79 -1.73
H -3.06 6.81 -1.56
C -7.02 11.80 -1.69
C -5.98 12.90 -1.60
O -6.59 14.14 -1.19
C -6.77 14.30 0.13
O -6.47 13.49 0.96
C -7.37 15.68 0.42
F -8.37 15.99 -0.43
F -6.44 16.65 0.30
F -7.87 15.76 1.66
H -7.84 12.11 -2.35
H -6.58 10.89 -2.08
H -7.46 11.59 -0.71
H -5.55 13.08 -2.58
H -5.17 12.63 -0.93
C 4.05 2.21 10.58
C 4.23 0.72 10.79
O 3.01 0.02 10.54
C 2.75 -0.27 9.26
O 3.46 0.03 8.34
C 1.45 -1.06 9.14
F 0.47 -0.55 9.91
F 1.61 -2.34 9.52
F 0.98 -1.08 7.88
H 3.22 2.58 11.19
H 4.96 2.75 10.85
H 3.81 2.43 9.54
H 4.49 0.53 11.83
H 5.04 0.33 10.18
C -2.40 1.11 -9.24
C -3.67 0.61 -9.90
O -3.90 -0.78 -9.58
C -4.49 -1.02 -8.40
O -4.83 -0.17 -7.62
C -4.71 -2.52 -8.22
F -3.63 -3.24 -8.57
F -5.74 -2.96 -8.96
F -4.99 -2.84 -6.94
H -1.56 0.48 -9.52
H -2.19 2.13 -9.55
H -2.48 1.08 -8.15
H -3.58 0.67 -10.98
H -4.54 1.22 -9.62
C 5.99 -11.88 3.97
C 5.17 -11.39 5.15
O 5.72 -10.18 5.69
C 5.38 -9.04 5.06
O 4.65 -8.98 4.11
C 6.00 -7.84 5.77
F 7.28 -8.04 6.10
F 5.35 -7.55 6.92
F 5.96 -6.73 5.02
H 7.04 -11.99 4.26
H 5.61 -12.84 3.62
H 5.95 -11.16 3.15
H 5.20 -12.13 5.95
H 4.12 -11.25 4.88
```

Results
E: -209067.6018 eV
Structure (SMILES): CCOCCOc1nc2c(S(=O)(=O)C(F)(F)C(F)(F)F)c(P(O)Cl)c(CCCSC(=S)N(c3ccccc3)c3ccccc3)cc2nc1P(C)CC.CCOC(=O)C(F)(F)F.CCOC(=O)C(F)(F)F.CCOC(=O)C(F)(F)F.CCOC(=O)C(F)(F)F.CCOC(=O)C(F)(F)F
Charge: 0
LUMO level: -1.53 eV

=====

Molecular formula: C22H21FN2PtSSi
Method: DFT, wB97M-V/def2-TZVPD

```
49
C22H21FN2PtSSi | OMol25 | wB97M-V/def2-TZVPD
Pt -0.14 -0.22 -0.29
S -3.22 1.25 -3.28
C -2.90 2.57 -2.17
C -3.47 3.80 -2.19
C -3.08 4.72 -1.20
C -2.12 4.39 -0.21
C -1.55 3.16 -0.17
C -1.93 2.20 -1.16
N -1.48 0.97 -1.29
C -2.08 0.30 -2.39
C -1.68 -0.98 -2.60
C -2.16 -1.78 -3.64
C -1.69 -3.12 -3.79
C -0.75 -3.66 -2.93
C -0.26 -2.88 -1.90
C -0.68 -1.52 -1.67
H -4.20 4.06 -2.94
H -3.52 5.71 -1.20
H -1.85 5.13 0.54
H -0.83 2.92 0.59
H -2.90 -1.38 -4.33
H -2.07 -3.73 -4.60
H -0.40 -4.68 -3.06
H 0.46 -3.34 -1.27
C 0.41 -3.82 1.17
Si 1.94 -2.80 0.85
C 2.83 -2.74 -0.79
C 3.20 -3.46 2.04
N 1.28 -1.08 0.98
C 1.71 -0.26 1.96
C 2.67 -0.61 2.96
C 3.06 0.28 3.92
C 2.52 1.57 3.97
C 1.57 1.97 3.02
C 1.21 1.06 2.08
F 0.28 1.44 1.14
H 0.53 -4.84 0.78
H -0.51 -3.39 0.77
H 0.30 -3.90 2.26
H 2.97 -3.75 -1.20
H 3.82 -2.33 -0.60
H 2.34 -2.12 -1.54
H 3.38 -4.48 1.69
H 2.85 -3.52 3.07
H 4.16 -2.93 2.01
H 3.10 -1.60 2.95
H 3.79 -0.02 4.66
H 2.83 2.27 4.73
H 1.13 2.96 3.02
```

Results
E: -50793.9834 eV
2S+1: 5
Charge: +2
LUMO level (alpha / beta): -5.92 / -9.78 eV

=====

Molecular formula: C38H40BrKN4OS
Method: DFT, wB97M-V/def2-TZVPD

```
86
C38H40BrKN4OS | OMol25 | wB97M-V/def2-TZVPD
K -0.03 0.11 -1.06
Br -6.03 4.82 -2.42
C -4.37 3.90 -2.41
C -3.17 4.63 -2.47
C -1.97 3.98 -2.46
C -1.86 2.55 -2.37
O -0.71 2.01 -2.34
C -3.11 1.82 -2.31
C -3.28 0.39 -2.20
N -2.41 -0.54 -2.05
C -2.84 -1.88 -1.95
C -4.13 -2.31 -2.16
C -4.52 -3.66 -2.01
C -3.62 -4.61 -1.65
C -2.27 -4.24 -1.46
C -1.28 -5.19 -1.11
C 0.01 -4.81 -0.96
C 0.33 -3.45 -1.15
N -0.55 -2.54 -1.46
C -1.86 -2.89 -1.62
C -4.32 2.54 -2.34
H -3.21 5.71 -2.53
H -1.05 4.54 -2.50
H -4.35 0.14 -2.24
H -4.90 -1.61 -2.46
H -5.56 -3.92 -2.18
H -3.90 -5.65 -1.53
H -1.59 -6.22 -0.98
H 0.79 -5.52 -0.70
H 1.36 -3.12 -1.05
H -5.25 1.98 -2.29
C -1.20 2.99 1.53
C -1.98 1.78 1.96
C -3.34 1.86 2.23
C -4.08 0.73 2.57
C -3.45 -0.50 2.62
C -2.10 -0.63 2.36
C -1.41 -1.97 2.36
C -1.37 0.53 2.05
N -0.03 0.35 1.65
C 0.98 0.37 2.41
C 0.93 0.65 3.88
C 2.31 -0.03 1.79
C 3.55 0.23 2.60
N 2.29 -0.59 0.65
C 3.44 -1.21 0.11
C 4.09 -0.63 -0.98
C 3.64 0.68 -1.55
C 5.18 -1.30 -1.53
C 5.61 -2.52 -1.03
C 4.93 -3.09 0.03
C 3.84 -2.45 0.62
C 3.10 -3.11 1.76
H -1.82 3.88 1.58
H -0.86 2.88 0.50
H -0.32 3.15 2.15
H -3.83 2.82 2.16
H -5.14 0.81 2.76
H -4.03 -1.39 2.86
H -2.14 -2.77 2.51
H -0.67 -2.04 3.16
H -0.89 -2.15 1.42
H -0.09 0.85 4.19
H 1.55 1.52 4.13
H 1.33 -0.19 4.46
H 3.60 1.29 2.86
H 4.45 -0.04 2.05
H 3.53 -0.33 3.54
H 3.56 1.45 -0.78
H 2.65 0.62 -2.02
H 4.34 1.02 -2.32
H 5.70 -0.85 -2.37
H 6.45 -3.02 -1.47
H 5.24 -4.05 0.42
H 3.28 -4.18 1.76
H 2.02 -2.94 1.68
H 3.43 -2.72 2.73
C 2.93 4.31 0.48
S 1.63 3.58 -0.53
C 2.24 3.96 -2.17
H 3.90 3.86 0.27
H 2.67 4.11 1.52
H 2.99 5.39 0.34
H 2.30 5.04 -2.33
H 1.51 3.54 -2.87
H 3.21 3.51 -2.35
```

Results
E: -145268.0732 eV
ΔE to the lowest compared entry with this formula, charge and spin: 2.6 kcal/mol
Charge: 0
LUMO level: -0.06 eV

=====

Molecular formula: C22H52B2IO10
Method: DFT, wB97M-V/def2-TZVPD

```
87
C22H52B2IO10 | OMol25 | wB97M-V/def2-TZVPD
C 3.07 -0.66 5.68
C 4.28 0.04 5.03
C 3.95 0.50 3.58
O 3.33 -0.49 2.81
C 4.18 -1.63 2.54
B 4.17 -2.08 0.97
C 2.68 -2.40 0.35
C 1.74 -1.17 0.22
C 0.39 -1.24 1.01
C 0.42 -1.96 2.33
O 0.55 -1.43 3.37
O 0.24 -3.33 2.32
C 5.06 -3.51 0.74
C 5.85 -3.94 1.94
O 5.49 -4.79 2.63
I 7.74 -2.98 2.47
B 5.03 -0.91 0.06
O 5.22 -1.09 -1.34
O 5.63 0.26 0.62
H 3.20 -0.71 6.76
H 2.18 -0.04 5.49
H 2.89 -1.64 5.23
H 5.17 -0.60 4.96
H 4.47 0.95 5.60
H 3.21 1.31 3.69
H 4.81 0.94 3.07
H 3.88 -2.43 3.24
H 5.21 -1.32 2.78
H 2.86 -2.78 -0.67
H 2.26 -3.25 0.91
H 1.46 -1.08 -0.84
H 2.20 -0.22 0.48
H 0.12 -0.21 1.25
H -0.43 -1.60 0.37
H -0.31 -3.53 3.08
H 4.35 -4.32 0.51
H 5.73 -3.42 -0.13
H 6.16 -1.17 -1.55
H 6.52 0.07 0.94
C -3.94 0.53 -2.02
C -2.71 0.25 -1.17
C -2.31 1.47 -0.36
O -1.63 -0.15 -2.01
H -3.75 1.33 -2.73
H -4.21 -0.35 -2.60
H -4.79 0.81 -1.39
H -2.91 -0.59 -0.50
H -2.06 2.31 -1.02
H -1.42 1.26 0.24
H -3.11 1.78 0.31
H -1.44 0.58 -2.61
C 0.69 4.00 -0.71
C 1.96 3.17 -0.52
C 3.09 3.68 -1.40
O 1.69 1.81 -0.84
H 0.34 3.94 -1.75
H -0.11 3.61 -0.08
H 0.86 5.05 -0.46
H 2.26 3.20 0.52
H 2.82 3.62 -2.46
H 3.98 3.08 -1.26
H 3.33 4.72 -1.17
H 1.42 1.76 -1.76
C -7.56 3.82 0.91
C -6.74 2.62 0.47
C -7.17 1.36 1.22
O -5.36 2.86 0.71
H -7.42 4.02 1.97
H -7.23 4.72 0.37
H -8.62 3.67 0.72
H -6.86 2.46 -0.60
H -7.02 1.48 2.30
H -6.57 0.51 0.91
H -8.22 1.14 1.04
H -5.23 3.00 1.65
C -2.11 -2.44 -5.02
C -3.57 -2.03 -5.07
C -4.17 -2.27 -6.45
O -3.69 -0.65 -4.73
H -1.52 -1.85 -5.73
H -1.69 -2.25 -4.03
H -1.98 -3.50 -5.26
H -4.13 -2.59 -4.32
H -3.64 -1.68 -7.21
H -5.21 -1.96 -6.47
H -4.11 -3.32 -6.73
H -3.19 -0.14 -5.38
```

Results
E: -53588.4907 eV
Charge: -1
LUMO level: 2.14 eV